Record 1
DFT (ωB97M-V with the def2-TZVPD basis set) results for C9H18N2 in the gas phase.

The calculation puts the LUMO energy at 0.953 eV. The maximum force is 2.8 eV Å⁻¹. The value obtained for the energy relative to the best compared isomer or geometry (same formula, charge and spin) is 3.6148 eV. Its frontier orbital gap is 7.96 eV.

XYZ file:
```
29
Properties=species:S:1:pos:R:3:forces:R:3:mulliken_charge:R:1
C 1.144442 0.439559 -2.094506 -0.28 -0.21 1.12 -1.447
C -0.156461 1.162391 -1.709820 0.47 -0.46 -2.39 1.400
C -1.148678 1.606539 -2.837362 1.15 0.90 0.26 -1.372
C -0.027980 2.056668 -0.553264 2.35 0.77 -1.30 -1.022
N -0.918363 0.928315 -0.510570 -1.35 1.18 1.32 -0.835
N -0.585055 0.006603 0.468402 2.27 -0.93 0.45 0.754
C -1.046181 -1.355767 0.283809 1.53 0.81 -0.90 -0.694
C 0.010426 -2.286119 0.857320 1.42 -1.30 -0.01 -0.538
C 0.391613 -1.927151 2.290947 0.36 -0.33 1.89 -0.707
C 0.877513 -0.504043 2.438489 -0.88 0.70 -0.24 -0.619
C -0.102876 0.450964 1.779246 0.27 0.21 -1.05 -0.746
H 1.649456 -0.051514 -1.212449 -0.73 0.45 -0.79 0.230
H 1.021111 -0.275034 -2.883583 -0.32 -0.68 -0.32 0.402
H 1.841905 1.157440 -2.493698 0.30 0.48 -0.05 0.396
H -0.889570 2.631977 -3.296747 -0.03 -1.58 0.63 0.244
H -2.081672 1.772567 -2.266087 0.13 -0.42 -0.83 0.399
H -1.171845 0.852428 -3.653359 -0.44 0.48 0.57 0.345
H -0.274358 3.084572 -0.787160 -0.83 0.09 0.90 0.330
H 1.058713 1.939228 -0.264980 -1.46 0.15 0.62 0.346
H -1.948974 -1.560538 0.845996 -0.91 -0.06 -0.32 0.357
H -1.087350 -1.493306 -0.847906 -0.56 -0.10 1.57 0.280
H -0.341042 -3.341133 0.782008 0.18 0.63 0.18 0.353
H 0.967140 -2.238787 0.305152 -0.53 0.07 -0.35 0.245
H -0.526745 -1.944123 2.873055 -0.30 -0.34 0.36 0.332
H 1.150196 -2.552190 2.892465 -1.21 0.19 -1.50 0.282
H 1.823008 -0.342702 1.944847 0.68 -0.13 0.16 0.352
H 0.859428 -0.138857 3.493712 0.64 -0.67 -0.58 0.290
H -0.950266 0.510566 2.426257 -0.84 0.58 0.84 0.340
H 0.462465 1.411447 1.729785 -1.10 -0.47 -0.22 0.299
```
Forces are in eV/Å.

---

Record 2
DFT (ωB97M-V with the def2-TZVPD basis set) results for C9H18N2 in the gas phase.

The calculation puts the LUMO energy (spin up / spin down) at 0.649 / -1.945 eV. The maximum force is 4.7 eV Å⁻¹. The value obtained for the energy relative to the best compared isomer or geometry (same formula, charge and spin) is 1.3917 eV. Its multiplicity is 3. Its expectation value of S² is 2.01. Its frontier orbital gap (spin up / spin down) is 4.73 / 8.26 eV.

XYZ file:
```
29
Properties=species:S:1:pos:R:3:forces:R:3:mulliken_charge:R:1
C -0.625535 0.077747 2.349318 0.80 1.08 -0.94 -0.097
C 1.080019 1.722308 2.060702 0.85 0.09 0.95 -1.843
C 1.435495 -0.767879 1.783909 0.16 2.03 0.40 -2.403
C -0.916317 0.215463 -2.317141 -0.18 -2.95 1.47 -2.250
C 0.871939 -1.274554 -1.173945 2.25 2.72 -0.27 -1.579
C -1.412109 -1.294745 -0.348001 -1.12 0.41 1.03 -1.665
C -1.213210 1.708567 0.002606 3.91 2.56 -0.22 -1.048
C 0.471788 0.402851 1.578884 1.81 -0.82 4.12 2.187
C -0.384543 -0.395621 -0.952813 2.15 1.23 -2.15 2.061
N -1.403497 -0.017290 3.192218 -2.25 -0.69 1.73 -0.745
N -0.112552 0.735005 -0.038437 -3.23 -0.65 -2.70 -0.052
H 1.446652 2.368788 1.254598 -0.17 0.09 -0.04 0.351
H 0.456438 2.320676 2.788287 0.31 -0.71 -1.05 0.302
H 1.998709 1.451753 2.649007 -0.65 0.27 -0.44 0.472
H 2.254869 -0.739474 1.096466 1.04 0.14 0.29 0.491
H 1.074233 -1.739616 1.793251 -1.41 -1.77 -0.67 0.317
H 1.620678 -0.629011 2.848957 1.29 -0.05 0.02 0.693
H -0.697489 -0.486307 -3.101918 0.04 -0.22 -0.44 0.511
H -1.968475 0.282498 -2.210954 -1.22 0.07 -0.15 0.541
H -0.593912 1.159689 -2.567271 1.32 1.97 -0.51 0.477
H 0.676619 -2.235688 -0.842028 -0.13 -1.88 0.57 0.328
H 1.823832 -0.904366 -0.654370 -1.60 -0.41 -0.66 0.166
H 1.186410 -1.310909 -2.212027 -0.27 -0.05 -0.28 0.510
H -2.095728 -1.694120 -1.094115 0.25 -0.33 -0.05 0.445
H -1.008990 -2.038098 0.342774 -0.05 -0.02 -0.36 0.362
H -1.967045 -0.615037 0.262529 -1.14 -0.17 0.55 0.337
H -0.894685 2.546694 0.762547 -0.43 -1.24 -1.83 0.320
H -1.312855 2.028122 -1.056323 -0.62 0.52 1.21 0.380
H -2.076035 1.362671 0.464675 -1.74 -1.21 0.42 0.431
```
Forces are in eV/Å.

---

Record 3
DFT (ωB97M-V with the def2-TZVPD basis set) results for a 2-piece molecular cluster, C9H18N2O overall.

The calculation puts the LUMO energy at 0.814 eV. The maximum force is 1.4 eV Å⁻¹. The value obtained for the energy relative to the best compared isomer or geometry (same formula, charge and spin) is 2.5921 eV. Its frontier orbital gap is 9.29 eV.

XYZ file:
```
30
Properties=species:S:1:pos:R:3:forces:R:3:mulliken_charge:R:1
C -0.582743 0.167745 -2.476071 0.48 -0.09 0.01 -0.850
C 0.363004 0.830530 -1.796855 -0.83 -0.28 -0.71 -0.165
C 0.159378 2.135573 -1.189928 -0.35 0.40 -0.09 -0.103
C -1.044142 2.681029 -1.012583 0.26 -0.43 0.28 -0.316
C -1.231257 3.959063 -0.281355 -0.65 0.90 0.28 -0.591
N -0.055478 4.833035 -0.349482 -0.05 -0.26 -0.08 -0.562
H -1.562191 0.590586 -2.690346 0.18 -0.08 0.14 0.205
H -0.390150 -0.826269 -2.866119 0.01 0.12 -0.01 0.276
H 1.343808 0.405349 -1.706763 0.32 -0.32 0.14 0.388
H 1.021639 2.699463 -0.847793 -0.02 -0.09 -0.03 0.423
H -1.956311 2.147736 -1.298599 0.31 0.15 0.12 0.260
H -1.474421 3.743597 0.777511 0.31 0.05 -0.31 0.293
H -2.149486 4.448982 -0.653581 0.18 -0.04 -0.02 0.319
H -0.085648 5.572614 0.333302 -0.14 0.07 0.15 0.210
H 0.003320 5.269295 -1.263583 0.02 -0.10 0.07 0.201
C 0.236946 -0.185702 1.435912 -0.54 0.68 -0.10 -0.908
C 1.585784 -0.787169 1.371763 0.68 -0.37 0.77 0.082
N 1.784158 -2.051293 1.431614 0.15 1.02 -0.99 -0.659
O 0.574663 -2.713143 1.249605 -0.04 -0.55 0.38 -0.120
C 0.880197 -4.102973 1.116061 0.25 -0.36 -0.14 -0.166
C -0.374863 -4.866340 0.712595 -0.03 0.56 -0.15 -1.065
H -0.340127 -0.529134 2.298898 0.28 -0.18 0.03 0.404
H -0.366112 -0.441801 0.570665 -0.02 -0.02 -0.23 0.256
H 0.305197 0.897168 1.500392 -0.01 0.08 -0.10 0.267
H 2.485415 -0.136018 1.371741 -0.59 -0.71 0.21 0.423
H 1.289802 -4.467575 2.065798 -0.09 0.01 -0.09 0.277
H 1.668424 -4.193436 0.352590 -0.21 -0.10 0.21 0.299
H -0.694510 -4.535986 -0.292419 0.19 -0.42 0.32 0.271
H -1.191094 -4.586661 1.384626 0.07 -0.26 0.07 0.297
H -0.203202 -5.958268 0.752401 -0.12 0.61 -0.12 0.352
```
Forces are in eV/Å.

---

Record 4
DFT (ωB97M-V with the def2-TZVPD basis set) results for C9H18N2O2Si in the gas phase.

The calculation puts the LUMO energy at 0.686 eV. The maximum force is 1.8 eV Å⁻¹. The value obtained for the energy relative to the best compared isomer or geometry (same formula, charge and spin) is 0.0000 eV. Its frontier orbital gap is 10.08 eV.

XYZ file:
```
32
Properties=species:S:1:pos:R:3:forces:R:3:mulliken_charge:R:1
C -0.630314 -3.384094 0.426710 0.40 1.31 1.09 -0.694
C -0.002425 -2.327137 0.965603 -0.10 0.20 -1.01 -0.437
Si -0.518852 -0.556590 0.560493 -0.79 -0.74 0.46 -0.132
C -2.388728 -0.606055 0.800965 0.38 0.60 0.78 -1.105
N 0.466953 0.616811 1.528805 -1.09 -1.15 -0.95 0.294
C 0.016729 2.006743 1.374963 1.38 0.34 0.69 -1.001
C 1.783652 0.329065 1.870440 -0.24 -0.20 -0.44 0.794
C 2.768755 1.452675 1.913154 0.20 0.37 -0.03 -1.237
O 2.169957 -0.802298 2.089985 -0.09 -0.13 0.04 -0.620
N -0.387101 -0.276932 -1.205371 0.24 0.44 0.40 0.430
C 0.605216 -1.039091 -1.948071 0.59 0.20 -0.05 -1.165
C -1.023097 0.828657 -1.728813 -0.58 1.00 0.33 0.695
C -0.856660 1.285858 -3.163325 -0.71 -0.47 -0.22 -1.299
O -1.738964 1.546512 -1.025136 0.37 -0.74 0.12 -0.587
H -1.502268 -3.242783 -0.175666 -0.39 -0.11 -0.53 0.245
H -0.361791 -4.373881 0.717498 0.14 -0.69 -0.05 0.306
H 0.853342 -2.428019 1.604454 0.16 -0.40 0.22 0.386
H -2.857109 -0.856731 -0.150919 0.11 -0.38 0.06 0.324
H -2.638933 -1.315851 1.611951 -0.06 0.38 -0.51 0.371
H -2.777141 0.388146 1.008800 -0.15 0.00 0.32 0.321
H 0.686447 2.474930 0.641464 -0.65 0.33 -0.13 0.300
H -1.035735 2.073685 1.092777 0.38 -0.06 -0.02 0.350
H 0.206094 2.522416 2.330954 -0.40 0.01 -0.30 0.342
H 2.860423 1.962667 0.938688 -0.07 -0.19 0.38 0.300
H 3.728645 1.032117 2.218507 -0.17 0.15 -0.11 0.334
H 2.436909 2.176819 2.647962 0.10 0.36 0.11 0.341
H 0.175435 -1.450562 -2.851572 0.02 -0.10 -0.32 0.356
H 1.462149 -0.400913 -2.185602 0.00 -0.12 -0.26 0.350
H 1.002078 -1.873076 -1.346554 -0.41 0.39 -0.19 0.433
H -1.405442 0.628486 -3.858680 0.47 0.00 0.20 0.303
H 0.182857 1.318136 -3.399165 0.80 -0.14 -0.54 0.366
H -1.281082 2.290289 -3.305298 0.14 -0.42 0.46 0.334
```
Forces are in eV/Å.

---

Record 5
DFT (ωB97M-V with the def2-TZVPD basis set) results for C9H18N2O2Si in the gas phase.

The calculation puts the LUMO energy at 0.709 eV. The maximum force is 5.1 eV Å⁻¹. The value obtained for the energy relative to the best compared isomer or geometry (same formula, charge and spin) is 1.6126 eV. Its frontier orbital gap is 9.76 eV.

XYZ file:
```
32
Properties=species:S:1:pos:R:3:forces:R:3:mulliken_charge:R:1
C 1.147733 1.704710 -1.822569 -0.18 1.09 -1.02 -0.786
C 0.357713 1.788176 -0.750145 0.30 -1.60 0.56 0.685
C -0.781310 2.706313 -0.594176 -1.64 1.51 -2.84 -1.158
Si 0.483803 0.385427 0.596070 0.42 0.33 -2.24 0.024
O -0.799020 -0.669642 0.331780 1.45 -0.10 0.10 -0.038
C -2.079851 -0.720093 0.614600 -2.35 0.25 1.12 0.872
C -2.704834 -2.023802 0.150760 -0.46 0.52 0.07 -1.320
N -2.692191 0.276403 1.131724 2.26 -0.11 -1.17 -0.320
C -4.069812 0.356396 1.326206 -2.49 -1.05 2.22 -1.014
N 1.840773 -0.674014 0.142337 1.12 3.09 0.69 0.153
C 1.823725 -1.969679 -0.403283 0.61 0.52 -2.92 -0.852
C 2.986279 0.076657 0.356259 -0.31 -0.71 0.44 0.728
C 4.304073 -0.625645 0.058637 -0.55 4.98 0.65 -1.401
O 2.887120 1.242567 0.757151 0.09 -1.16 -0.32 -0.633
H 1.791295 0.837814 -2.027257 0.00 0.61 0.32 0.215
H 1.152427 2.541665 -2.611902 -0.20 -1.45 1.11 0.227
H -1.728848 2.130604 -0.662827 0.50 0.07 -0.05 0.207
H -0.903163 3.535616 -1.434543 0.61 -1.61 1.58 0.317
H -0.878254 3.178301 0.339221 0.26 0.75 1.39 0.336
H 0.798438 0.623243 1.958831 -0.58 0.50 1.07 -0.153
H -2.765486 -1.834882 -0.923712 -0.52 -0.65 -0.09 0.258
H -2.165377 -2.932935 0.332535 1.15 -0.05 -0.05 0.339
H -3.651489 -2.285181 0.634759 -0.18 0.78 -0.47 0.433
H -4.307135 0.259089 2.431289 0.33 -0.06 -0.93 0.282
H -4.590933 1.273921 1.101731 0.74 0.92 -0.45 0.294
H -4.735542 -0.369299 0.843336 0.44 -0.46 -0.17 0.318
H 2.380328 -2.633562 0.196252 -0.18 -1.42 0.86 0.377
H 0.787448 -2.057249 -0.601687 -1.03 -1.69 0.28 0.196
H 2.272540 -2.062539 -1.453156 -0.23 0.47 1.16 0.293
H 4.628977 -0.054669 -0.799768 0.46 -0.49 -0.68 0.286
H 5.014609 -0.396736 0.822538 0.37 0.17 0.67 0.375
H 4.195972 -1.606987 -0.040996 -0.19 -3.98 -0.89 0.460
```
Forces are in eV/Å.

---

Record 6
DFT (ωB97M-V with the def2-TZVPD basis set) results for a 2-piece molecular cluster, C9H18N2O7P overall.

The calculation puts the LUMO energy at 2.696 eV. The maximum force is 2.6 eV Å⁻¹. Its frontier orbital gap is 6.35 eV. Its net charge is -1.

XYZ file:
```
37
Properties=species:S:1:pos:R:3:forces:R:3:mulliken_charge:R:1
C -3.371274 2.376878 0.984539 0.59 -0.28 0.61 -1.349
C -2.376704 1.255682 1.308297 -0.73 0.22 0.73 0.012
O -2.616455 0.072496 0.541282 1.35 0.57 -0.11 -0.406
P -1.713859 -0.129234 -0.785588 -0.78 -1.13 -2.19 0.838
O -2.603971 -0.632180 -1.837419 -0.64 0.02 -0.30 -0.854
C -0.936874 1.404581 -1.381865 0.33 -0.40 1.33 -0.792
C 0.425547 1.732297 -0.784322 -0.08 0.65 -1.11 -1.025
N 1.457164 0.769531 -1.121586 0.03 0.00 0.68 0.980
O 1.376624 0.392913 -2.497639 -0.21 0.46 -0.61 -0.513
C 1.598580 -0.864723 -2.678368 0.59 -2.00 0.61 0.771
N 1.841157 -2.000579 -2.760607 -0.43 1.48 -0.37 -0.583
C 2.752530 1.216821 -0.804165 1.17 0.67 0.55 0.311
O 2.927128 2.237088 -0.175905 -0.66 -0.12 -0.07 -0.645
O 3.738845 0.465045 -1.239810 0.07 -0.13 -0.56 -0.611
O -0.514889 -1.160161 -0.584318 -0.64 0.67 0.88 -0.130
C -0.691597 -2.154421 0.443584 0.55 0.23 1.20 -0.569
C -0.165374 -1.592096 1.779778 -0.44 -0.25 -0.67 -1.119
H -2.889314 3.310939 1.259680 -0.01 0.31 -0.24 0.346
H -4.215597 2.281844 1.655579 -0.47 -0.07 -0.23 0.367
H -3.680963 2.376613 -0.051519 -0.07 0.07 -0.18 0.366
H -2.551854 0.984076 2.344523 0.17 -0.20 0.19 0.451
H -1.354946 1.616369 1.269143 0.21 -0.20 -0.33 0.060
H -0.880428 1.292757 -2.455145 0.01 -0.21 -0.20 0.397
H -1.605571 2.238221 -1.197122 -0.19 0.12 0.10 0.481
H 0.432418 1.822438 0.293155 -0.01 -0.19 0.21 0.310
H 0.717655 2.715395 -1.163143 0.06 0.16 0.04 0.486
H 3.789282 -0.308202 -0.588369 -0.61 -0.93 0.87 0.452
H -0.076290 -3.009387 0.205815 0.01 -0.05 -0.56 0.625
H -1.731150 -2.458211 0.515731 -0.21 -0.05 -0.17 0.327
H 0.376056 -2.381402 2.288861 -0.12 0.12 0.34 0.418
H 0.548290 -0.814935 1.522037 0.32 0.05 0.20 0.247
H -0.963518 -1.196081 2.398415 -0.14 0.10 0.14 0.268
C 2.620877 -2.386178 0.670003 -0.14 -0.99 -0.12 -0.288
O 3.133833 -1.138004 0.778003 0.31 0.53 -0.52 -0.915
H 3.358112 -3.212946 0.503818 0.16 0.26 0.00 0.319
H 2.053174 -2.756519 1.565873 0.44 0.24 -0.06 0.125
H 1.891422 -2.555672 -0.157683 0.19 0.29 -0.07 -0.159
```
Forces are in eV/Å.